{
  "formula": "C30H48O30",
  "method": "ωB97M-V with the def2-TZVPD basis set",
  "smiles": "COC(=O)OC.COC(=O)OC.COC(=O)OC.COC(=O)OC.O=C1OCCO1.O=C1OCCO1.O=C1OCCO1.O=C1OCCO1.O=C1OCCO1.O=C1OCCO1",
  "de_lowest_kj_mol": 112.2,
  "homo_ev": -10.66,
  "total_energy_ev": -93313.066,
  "species": ["C", "O", "C", "O", "O", "C", "H", "H", "H", "H", "H", "H", "C", "O", "C", "O", "O", "C", "H", "H", "H", "H", "H", "H", "C", "O", "C", "O", "O", "C", "H", "H", "H", "H", "H", "H", "C", "O", "C", "O", "O", "C", "H", "H", "H", "H", "H", "H", "O", "C", "O", "C", "C", "O", "H", "H", "H", "H", "O", "C", "O", "C", "C", "O", "H", "H", "H", "H", "O", "C", "O", "C", "C", "O", "H", "H", "H", "H", "O", "C", "O", "C", "C", "O", "H", "H", "H", "H", "O", "C", "O", "C", "C", "O", "H", "H", "H", "H", "O", "C", "O", "C", "C", "O", "H", "H", "H", "H"],
  "positions_angstrom": [[23.97506, -4.39169, 11.66860], [23.86266, -3.37266, 10.66814], [24.02834, -2.10750, 11.04394], [23.92453, -1.61261, 12.13574], [24.07254, -1.37629, 9.94847], [23.82315, 0.03074, 9.93530], [23.47002, -4.08357, 12.58293], [25.01569, -4.63467, 11.88408], [23.49171, -5.24772, 11.20277], [24.02596, 0.30406, 8.90498], [24.53365, 0.50901, 10.60779], [22.79670, 0.26509, 10.20718], [19.03940, -9.18559, 13.05207], [18.54272, -8.50475, 11.93291], [19.22250, -8.55286, 10.79284], [20.11773, -9.30743, 10.51157], [18.73555, -7.62353, 9.99999], [19.08574, -7.72820, 8.61498], [19.96457, -8.77763, 13.46297], [19.08270, -10.27146, 12.96718], [18.35142, -9.05283, 13.89197], [18.61577, -6.94827, 8.02899], [18.98461, -8.73277, 8.21639], [20.15782, -7.50426, 8.60535], [29.40416, -4.76596, 9.10824], [28.34781, -5.52147, 9.68957], [28.40721, -5.75483, 10.99857], [29.37601, -5.63435, 11.69368], [27.20995, -6.19521, 11.40005], [27.14908, -6.65902, 12.74719], [30.18707, -5.43745, 8.76007], [29.75385, -4.05840, 9.86064], [29.05599, -4.18231, 8.26050], [28.12786, -7.00406, 13.07515], [26.40187, -7.44426, 12.80628], [26.89965, -5.82142, 13.40366], [25.27146, -5.47380, 8.61488], [23.96426, -5.96006, 8.42271], [23.78419, -7.06457, 7.71481], [24.54913, -7.55743, 6.92945], [22.61504, -7.59097, 8.05153], [22.31084, -8.91612, 7.59226], [25.65310, -4.98817, 7.71205], [26.01351, -6.23499, 8.86255], [25.38283, -4.71137, 9.37904], [23.13029, -9.62609, 7.66624], [21.99252, -8.86264, 6.55024], [21.50777, -9.22282, 8.25602], [22.37914, -9.78109, 3.80122], [23.54952, -9.85410, 3.96582], [24.17936, -9.96773, 5.11937], [25.58094, -10.04482, 4.95799], [25.72778, -10.30089, 3.46129], [24.48090, -9.86853, 2.95621], [26.01434, -9.08135, 5.22846], [25.94068, -10.87421, 5.56308], [25.94418, -11.33926, 3.19624], [26.51327, -9.67599, 3.03389], [18.48322, -2.68264, 7.46870], [19.40365, -3.22889, 7.97288], [19.35944, -4.31601, 8.76456], [20.65853, -4.63258, 9.28631], [21.56761, -3.66117, 8.53608], [20.67749, -2.84059, 7.80417], [20.67953, -4.36629, 10.34950], [20.77296, -5.71393, 9.25592], [22.14885, -4.19486, 7.77912], [22.21951, -3.07403, 9.16715], [18.70895, -7.75011, 5.06915], [19.65103, -7.01891, 5.03704], [19.86020, -6.04290, 5.91205], [21.11058, -5.38747, 5.72680], [21.74243, -6.23045, 4.56603], [20.77196, -7.24541, 4.28475], [20.96119, -4.34897, 5.45627], [21.69063, -5.63938, 6.61322], [22.69620, -6.67475, 4.83835], [21.86777, -5.56426, 3.71369], [22.14811, -13.35510, 7.43400], [21.27372, -12.65655, 7.02140], [19.98578, -12.76718, 7.39830], [19.19122, -11.83111, 6.72403], [20.19687, -11.00685, 5.85434], [21.43484, -11.64340, 6.18428], [18.45123, -12.29475, 6.06672], [18.67847, -11.22250, 7.46867], [20.13539, -9.99638, 6.26193], [20.03400, -10.93042, 4.78564], [27.04090, -2.70098, 8.74322], [27.34030, -2.20666, 9.78149], [27.72846, -0.90603, 9.91704], [27.58914, -0.54739, 11.29842], [27.77751, -1.86721, 11.97333], [27.24332, -2.78683, 10.99244], [28.39915, 0.12619, 11.57916], [26.65882, -0.01054, 11.48264], [27.20435, -2.08979, 12.87204], [28.82069, -2.06909, 12.21998], [25.48797, -10.05004, 9.65320], [24.66214, -9.96887, 10.50632], [24.79811, -10.50514, 11.73288], [23.67678, -10.13850, 12.51583], [23.07148, -8.96327, 11.75807], [23.46584, -9.33618, 10.41328], [22.98869, -10.99131, 12.50082], [24.02602, -9.97641, 13.53597], [23.55181, -8.01168, 11.98475], [21.99183, -9.01294, 11.85152]],
  "atomic_forces_ev_per_a": [[-0.2, 0.0, 0.1], [0.8, -0.1, 0.3], [-1.7, 1.3, 0.1], [0.7, -0.7, 0.8], [0.2, -0.6, -1.6], [0.6, -0.3, 0.4], [-0.1, 0.0, 0.0], [0.1, 0.1, -0.2], [0.0, -0.1, 0.2], [-0.1, 0.2, 0.0], [-0.2, 0.3, 0.0], [0.0, -0.1, 0.1], [-0.1, -0.7, 1.7], [-0.2, 0.4, 0.2], [0.1, -0.1, -0.3], [0.2, -0.3, 0.3], [-1.2, 0.2, -0.3], [1.9, 0.4, 0.2], [0.3, 0.0, -0.6], [0.4, 0.1, -0.6], [-0.4, 0.4, -0.5], [-0.6, -0.2, 0.3], [-0.5, 0.0, 0.1], [0.0, -0.2, -0.5], [0.5, 0.3, 0.3], [-0.8, 0.1, -0.2], [0.0, -0.2, -0.5], [0.3, 0.3, 0.3], [-0.1, -0.2, -0.2], [0.4, 0.4, 0.4], [0.2, 0.1, 0.3], [0.4, -0.1, -0.1], [-0.5, -0.3, 0.0], [-0.1, -0.3, -0.1], [0.0, 0.0, -0.1], [-0.2, -0.1, 0.0], [2.2, 0.4, -1.0], [-0.8, 0.5, 1.0], [0.5, -1.1, -0.1], [0.3, 0.3, -0.1], [-0.3, 0.4, 0.4], [-0.3, 0.0, -0.3], [-0.2, -0.1, -0.1], [-0.5, -0.4, 0.0], [-1.0, -0.1, 0.2], [0.3, 0.3, 0.1], [0.0, -0.1, 0.0], [-0.1, -0.2, -0.1], [-0.4, 0.3, 0.0], [1.0, -0.4, -0.9], [-0.6, -0.1, 1.2], [0.3, -0.1, -0.3], [0.7, 0.4, 0.1], [-0.8, -0.1, -0.4], [0.0, -0.2, 0.3], [0.1, 0.3, 0.1], [-0.3, 0.0, 0.0], [-0.1, -0.1, -0.1], [-0.5, 0.0, -0.1], [0.4, -0.2, 0.1], [-0.4, -0.2, 0.2], [-0.6, 0.8, 1.1], [0.6, -1.3, -1.1], [0.1, 0.7, 0.0], [-0.2, 0.0, 0.0], [0.5, 0.2, -0.6], [0.3, 0.2, 0.5], [-0.1, 0.1, 0.0], [-0.1, 0.3, -0.4], [1.1, -1.7, 0.3], [-0.7, 1.1, 0.3], [0.6, -2.1, -0.7], [-0.4, 0.9, 0.0], [-0.5, 0.8, 0.2], [0.1, 0.1, 0.4], [-0.1, 0.8, 0.1], [-0.1, -0.2, 0.0], [0.1, -0.4, -0.3], [-0.1, 0.1, -0.2], [0.2, -0.4, 0.7], [0.0, -0.7, 0.1], [-0.5, 0.7, -1.3], [-0.8, 0.2, 1.6], [0.4, 0.9, -1.0], [0.0, -0.3, 0.4], [0.0, 0.1, -0.1], [0.7, 0.1, -0.3], [0.1, -0.5, -0.1], [0.3, -0.2, 0.1], [-0.6, 0.8, -0.3], [-0.2, -0.2, 0.1], [0.8, 0.8, 0.2], [-0.8, -1.0, 0.7], [0.6, -0.2, 0.0], [0.0, 0.1, -0.2], [-0.3, -0.4, -0.1], [-0.1, 0.5, 0.0], [0.1, -0.2, -0.5], [-0.4, 0.0, -0.1], [0.3, -0.1, -0.2], [0.6, 0.2, 0.0], [-0.3, -0.5, 0.4], [0.5, -1.2, -0.2], [0.0, 0.6, 0.1], [-0.1, 0.2, 0.1], [-0.2, 0.3, -0.1], [-0.3, 0.1, 0.1], [0.0, 0.5, -0.3]]
}